1.
The following is a quantum chemistry calculation of a structure of composition C31H40GaN4O, from OMol25.

Relative energy (zero: lowest compared OMol25 entry of this formula, charge and spin), kcal per mole: 0.0
Charge: -1
Orbital gap, eV: 4.594
Highest occupied orbital energy, eV: -1.95

Last column: Löwdin charge in e.
Geometry (Å):
Ga: -1.13032 -0.23107 -0.19200  0.778
N: 0.33839 -3.37916 2.32005  0.082
N: 0.07722 -2.30986 -1.29904  -0.055
C: 0.91173 2.06575 -0.52958  -0.291
C: 2.00881 1.22495 -0.19189  -0.272
C: 1.92221 0.92639 1.19596  -0.267
C: 2.78975 0.00683 1.96379  -0.076
H: 3.68776 -0.25020 1.38972  0.061
H: 2.26474 -0.93062 2.21630  0.058
H: 3.10631 0.47319 2.90763  0.067
C: 0.81479 1.62693 1.73389  -0.284
C: 0.46319 1.72134 3.16494  -0.074
H: 1.03200 2.53270 3.64977  0.073
H: 0.70931 0.79586 3.69896  0.042
H: -0.60197 1.94270 3.30490  0.065
C: 0.14530 2.28141 0.66030  -0.335
C: -1.12688 3.02926 0.77602  -0.119
H: -1.85556 2.47994 1.39263  0.049
H: -1.58234 3.20553 -0.20657  0.053
H: -0.96153 4.01035 1.24914  0.068
C: 3.08914 0.78361 -1.10111  -0.080
H: 3.98052 1.42295 -0.98528  0.071
H: 2.78316 0.83890 -2.15310  0.041
H: 3.39625 -0.24890 -0.88248  0.062
C: 0.64460 2.66447 -1.85751  -0.070
H: -0.42385 2.86998 -2.00325  0.059
H: 0.96749 1.99756 -2.66733  0.052
H: 1.18674 3.61914 -1.97294  0.074
C: -0.25337 -4.15166 3.21519  -0.203
H: 0.24863 -4.25795 4.18311  0.095
C: -1.47895 -4.80176 2.99596  -0.133
H: -1.92102 -5.37164 3.81036  0.073
C: -2.08366 -4.68581 1.74542  -0.118
H: -3.03841 -5.16560 1.53140  0.092
C: -1.44184 -3.95013 0.75976  -0.054
H: -1.83789 -3.82294 -0.24591  0.093
C: -0.22664 -3.27870 1.08036  -0.352
C: 0.44861 -2.39278 0.22559  -0.080
H: 1.49354 -2.14499 0.40597  0.087
C: -0.59919 -1.22262 -1.73297  -0.230
C: 0.47550 -3.09174 -2.35858  -0.046
H: 0.99537 -4.02054 -2.20255  0.123
C: 0.10814 -2.45306 -3.46975  -0.068
H: 0.23968 -2.72116 -4.50142  0.113
N: -0.45857 -1.23618 -3.09748  0.007
C: -0.62614 -0.11181 -3.94562  -0.121
C: 0.43024 0.25579 -4.80519  -0.200
C: 0.26005 1.37294 -5.63054  -0.015
H: 1.05782 1.63531 -6.32964  0.114
C: -0.89118 2.15801 -5.57215  -0.273
C: -1.07525 3.31124 -6.51402  -0.062
H: -1.61569 4.13223 -6.03039  0.077
H: -1.65297 3.01453 -7.40096  0.081
H: -0.10594 3.68257 -6.86297  0.073
C: -1.88088 1.82706 -4.64371  -0.008
H: -2.77292 2.45201 -4.55891  0.121
C: -1.78153 0.68075 -3.84563  -0.193
C: -2.91778 0.34102 -2.93418  -0.081
H: -3.02661 -0.73430 -2.75782  0.077
H: -3.84926 0.70986 -3.38984  0.080
H: -2.83948 0.85472 -1.95850  0.026
C: 1.73567 -0.46635 -4.82795  -0.047
H: 1.65607 -1.47659 -5.24680  0.067
H: 2.21326 -0.52918 -3.83905  0.083
H: 2.41986 0.09469 -5.47738  0.080
C: -0.66382 -1.27309 4.70436  -0.052
N: -2.03184 -1.10235 4.21038  -0.172
C: -3.12126 -1.08957 5.17234  -0.064
C: -2.28927 -0.81698 2.92896  -0.279
O: -1.37082 -0.76021 2.07246  -0.172
H: -0.65448 -2.12119 5.39922  0.080
H: -0.34580 -0.37699 5.25795  0.087
H: 0.02398 -1.47066 3.87844  0.069
H: -3.59976 -0.09937 5.21225  0.086
H: -3.88885 -1.82336 4.88934  0.085
H: -2.71638 -1.33799 6.15614  0.081
H: -3.35366 -0.64159 2.68484  0.141

Atoms 1-6, force components in eV/Å:
Ga -1.611 2.888 2.794
N 0.055 -0.575 0.203
N -0.377 -0.108 2.080
C -0.244 -0.919 0.878
C -0.977 0.044 0.847
C -0.574 0.969 -0.652


2.
The following is a quantum chemistry calculation of a structure of composition C31H40N4OZn, from OMol25.

Charge: -2
Orbital gap (alpha / beta), eV: 3.256 / 1.513
Highest occupied orbital energy (alpha / beta), eV: 0.95 / 2.57

Last column: Löwdin charge in e.
Geometry (Å):
Zn: 0.65266 -0.82465 -0.87828  0.780
N: -1.89293 -1.06543 0.76422  0.111
N: -0.71289 -2.40675 -1.84826  -0.163
C: 2.04237 0.71707 -0.57246  -0.357
C: 2.46405 -0.53571 0.06988  -0.362
C: 2.03873 -0.46451 1.43610  -0.250
C: 2.21799 -1.53697 2.43525  -0.052
H: 2.46959 -2.49111 1.95707  0.066
H: 1.30567 -1.70118 3.02748  0.059
H: 3.02961 -1.29270 3.13782  0.070
C: 1.39756 0.78044 1.64036  -0.230
C: 0.86815 1.25369 2.94161  -0.054
H: 1.67297 1.37079 3.68464  0.077
H: 0.14830 0.53529 3.35852  0.052
H: 0.36337 2.22018 2.84038  0.059
C: 1.37345 1.49725 0.42600  -0.252
C: 0.78713 2.84004 0.21256  -0.066
H: -0.06901 3.00790 0.88195  0.065
H: 0.43771 2.95673 -0.82290  0.067
H: 1.51028 3.64953 0.40333  0.073
C: 3.28968 -1.62054 -0.52766  -0.087
H: 4.29118 -1.68431 -0.07876  0.075
H: 3.40655 -1.47694 -1.60809  0.059
H: 2.80081 -2.59886 -0.37903  0.062
C: 2.50731 1.23020 -1.88292  -0.074
H: 1.69734 1.73313 -2.43225  0.069
H: 2.88715 0.42384 -2.51975  0.051
H: 3.31466 1.96289 -1.72725  0.080
C: -2.65920 -0.82695 1.81695  -0.154
H: -2.85067 0.22396 2.04766  0.102
C: -3.21350 -1.86666 2.57561  -0.105
H: -3.91579 -1.61379 3.37293  0.087
C: -2.83930 -3.17689 2.27183  -0.104
H: -3.25760 -4.01200 2.83497  0.090
C: -1.89589 -3.40358 1.27790  -0.041
H: -1.50854 -4.39184 1.02592  0.095
C: -1.41001 -2.29784 0.53120  -0.277
C: -0.31691 -2.53775 -0.46842  -0.251
H: 0.28418 -3.43441 -0.27956  0.085
C: -0.97891 -1.05751 -2.14674  -0.205
C: -0.17850 -3.02855 -3.00513  -0.079
H: 0.19461 -4.04581 -3.00419  0.097
C: -0.27172 -2.12848 -4.00610  -0.103
H: -0.06575 -2.24206 -5.05530  0.090
N: -0.77024 -0.92876 -3.49001  -0.060
C: -0.84980 0.36081 -4.07804  -0.142
C: 0.18645 0.87595 -4.86583  -0.218
C: 0.13305 2.23010 -5.22435  -0.035
H: 0.93741 2.64542 -5.83576  0.102
C: -0.89976 3.07009 -4.79644  -0.301
C: -0.95263 4.52493 -5.17022  -0.084
H: -0.76486 5.17734 -4.30486  0.074
H: -1.94341 4.79374 -5.56128  0.069
H: -0.20655 4.76193 -5.93385  0.062
C: -1.89093 2.53340 -3.97285  -0.021
H: -2.68895 3.18339 -3.59923  0.112
C: -1.87544 1.19096 -3.59677  -0.207
C: -2.88566 0.62871 -2.66788  -0.084
H: -3.49309 -0.15655 -3.13937  0.087
H: -3.57004 1.42188 -2.35453  0.065
H: -2.36992 0.17955 -1.77196  0.051
C: 1.37656 0.06544 -5.25046  -0.069
H: 1.13042 -0.72219 -5.97294  0.064
H: 1.86876 -0.39782 -4.38479  0.069
H: 2.10940 0.72886 -5.72267  0.071
C: -1.25192 0.72790 6.14183  -0.162
N: -0.40020 -0.41006 6.44920  -0.200
C: 0.47635 -0.31308 7.60647  -0.408
C: -0.21933 -1.38562 5.52962  -0.355
O: -0.68511 -1.36294 4.38305  -0.054
H: -1.58099 1.15267 7.09483  0.030
H: -2.11479 0.38227 5.56440  0.072
H: -0.72304 1.50698 5.56817  0.071
H: 0.82688 -1.32149 7.85049  0.015
H: 1.35287 0.33131 7.42515  0.025
H: -0.09243 0.09921 8.44597  -0.009
H: 0.41502 -2.21350 5.90582  0.115

Atoms 1-6, force components in eV/Å:
Zn -1.206 1.058 0.826
N 1.230 0.332 -0.032
N -0.831 -0.839 -2.475
C 0.168 -0.207 1.110
C 0.305 1.378 1.157
C 0.172 0.812 -1.224


3.
The following is a quantum chemistry calculation of a structure of composition C31H41BBr4ClF2LiMgN3O18SV, from OMol25.

Charge: 0
Orbital gap, eV: 1.355
Highest occupied orbital energy, eV: -6.94

Last column: Löwdin charge in e.
Geometry (Å):
C: -3.75152 -4.06555 -0.34824  -0.089
C: -5.14613 -3.49199 -0.78528  -0.282
C: -5.08546 -2.15865 -1.57688  -0.167
C: -4.14575 -2.17579 -2.82490  -0.170
N: -3.11415 -1.10444 -2.81340  0.005
C: -1.99044 -1.43998 -1.97780  -0.157
C: -1.06176 -2.56887 -2.33379  -0.089
C: -1.24665 -3.36550 -3.62144  -0.023
C: -1.38920 -4.88030 -3.41548  -0.397
O: -2.46541 -5.34281 -3.14677  0.133
O: -0.30035 -5.73545 -3.58153  0.074
C: 0.27035 -6.14721 -2.35729  -0.457
C: -0.59478 -6.94928 -1.38280  0.033
O: 1.42125 -5.87292 -2.17148  0.132
C: -0.04169 -2.83609 -1.45362  0.032
C: 0.16718 -2.07330 -0.26036  -0.302
N: 1.09744 -2.18947 0.67027  -0.231
S: 0.93274 -1.05028 1.82389  0.986
N: -0.41396 -0.30813 1.19810  -0.222
C: -0.72285 -0.93456 0.08949  -0.301
C: -1.81687 -0.66966 -0.84582  -0.102
C: -2.72150 0.53112 -0.48498  -0.110
C: -2.64836 1.62955 -1.59093  -0.139
C: -1.20426 1.91483 -2.08329  -0.059
C: -0.34332 2.70093 -1.12389  -0.360
O: 0.01823 3.86318 -1.41998  -0.433
O: 0.10938 2.21353 0.02273  -0.041
C: 0.44361 3.21602 1.00187  -0.277
C: 0.37881 2.59330 2.42968  -0.047
H: -3.86284 -4.42632 0.69593  0.068
H: -2.94087 -3.31974 -0.33152  0.059
H: -3.53723 -4.95627 -0.95932  0.054
H: -5.70235 -3.28304 0.15046  0.057
H: -5.69121 -4.29752 -1.30565  0.079
H: -4.86326 -1.31922 -0.89859  0.089
H: -6.11552 -1.97789 -1.95423  0.104
H: -3.73372 -3.19723 -2.93216  0.095
H: -4.77158 -1.97059 -3.71608  0.127
H: -2.73017 -0.94652 -3.74530  0.123
H: -2.12936 -2.99532 -4.15395  0.122
H: -0.33092 -3.20863 -4.24384  0.110
H: -1.23125 -7.61668 -1.99684  0.100
H: -0.00466 -7.53363 -0.66777  0.095
H: -1.29640 -6.24227 -0.89692  0.086
H: 0.65698 -3.65834 -1.66250  0.118
H: -2.41684 0.94612 0.49577  0.104
H: -3.78289 0.25529 -0.37958  0.102
H: -3.20242 1.26273 -2.47365  0.113
H: -3.10669 2.58576 -1.27539  0.123
H: -1.28868 2.55084 -2.98567  0.132
H: -0.64400 1.01175 -2.39268  0.125
H: -0.25147 4.07243 1.02705  0.158
H: 1.50925 3.58937 0.85190  -0.011
H: 0.92270 1.63654 2.50786  0.029
H: 0.77868 3.37335 3.10613  0.110
H: -0.66980 2.39615 2.70781  0.103
Mg: 2.81919 2.37199 0.52184  1.015
C: 4.04811 -0.88893 -3.27509  -0.046
C: 2.64675 -1.30471 -3.64501  -0.318
C: 2.51055 -1.80215 -5.06063  -0.062
O: 1.15054 -1.45487 -5.36992  0.064
C: 0.82833 -0.39582 -4.61725  -0.572
O: -0.15208 0.27415 -4.76878  0.128
O: 1.75213 -0.17358 -3.64207  0.059
H: 4.09823 -0.63764 -2.21001  0.074
H: 4.76100 -1.68538 -3.47623  0.061
H: 4.34914 0.00489 -3.82371  0.084
H: 2.26939 -2.03955 -2.92729  0.144
H: 2.66472 -2.87521 -5.14476  0.147
H: 3.17140 -1.29283 -5.76492  0.144
O: 0.02424 -4.03449 -6.34254  -0.264
H: 0.11672 -4.92061 -5.96934  -0.086
Br: -0.12366 5.50002 -2.46538  0.823
B: 6.99470 5.03857 4.15913  -1.108
O: 6.79527 3.74774 3.47421  0.188
C: 5.63311 3.27180 3.85956  -0.488
O: 5.14735 2.24776 3.46818  0.084
C: 4.99772 4.22605 4.83589  -0.459
O: 3.92693 4.08260 5.36535  0.121
O: 5.79691 5.25745 5.00172  0.202
F: 7.09550 6.07109 3.16536  -0.034
F: 8.13494 5.01037 4.94655  0.165
O: 8.74058 0.02875 -3.40282  -0.887
V: 7.47280 -0.77553 -4.32054  0.787
O: 6.24609 -1.54747 -5.20176  -0.640
C: -8.12730 -5.15068 1.43691  -1.615
Br: -6.81580 -6.52115 1.07952  0.580
Br: -7.62776 -4.05873 2.94801  0.568
Br: -8.48342 -4.08100 -0.12775  0.606
H: -9.05015 -5.65236 1.69718  -0.032
C: 2.21723 5.87817 7.80696  -0.015
C: 0.89333 6.12313 7.12419  -0.332
C: 0.06455 7.20189 7.77137  -0.103
O: -1.27068 6.78696 7.46698  0.060
C: -1.24403 5.43649 7.32269  -0.563
O: -2.20864 4.74349 7.27216  0.156
O: 0.03248 4.97884 7.24037  0.085
H: 2.81004 5.16410 7.23416  0.063
H: 2.79012 6.80167 7.90173  0.095
H: 2.07406 5.44332 8.79831  0.094
H: 1.04989 6.32525 6.06045  0.158
H: 0.26634 8.18836 7.35804  0.138
H: 0.17841 7.24063 8.85789  0.140
Li: 9.18792 2.00353 -2.83692  0.820
Cl: 5.14877 5.81028 2.01066  0.258

Atoms 1-6, force components in eV/Å:
C -0.947 -0.340 0.549
C 0.830 0.331 0.789
C -0.577 -0.494 -0.462
C -0.767 0.098 -0.118
N 0.595 -0.708 0.124
C 0.507 0.002 0.504


The evaluated largest force on an atom for the records listed, in turn: 5.0 2.7 2.6 eV Å⁻¹.